[1]
{"formula": "C44H42N5O4PSSe2Ti", "method": "ωB97M-V/def2-TZVPD", "symbols": ["Ti", "N", "C", "C", "C", "C", "C", "C", "S", "O", "O", "N", "C", "N", "C", "C", "C", "N", "H", "H", "H", "H", "H", "H", "H", "H", "H", "C", "C", "C", "C", "N", "C", "C", "C", "C", "C", "C", "C", "H", "H", "H", "H", "H", "H", "H", "H", "O", "C", "C", "C", "O", "C", "Se", "C", "Se", "H", "H", "H", "H", "H", "H", "H", "H", "H", "H", "C", "C", "C", "C", "C", "C", "P", "C", "C", "C", "C", "C", "C", "C", "C", "C", "C", "C", "C", "H", "H", "H", "H", "H", "H", "H", "H", "H", "H", "H", "H", "H", "H", "H"], "coordinates": [[0.9467, -0.8515, 0.5289], [2.3660, 5.2214, 3.0783], [2.8154, 4.2943, 2.1173], [2.8619, 2.9364, 2.4202], [3.2509, 2.0205, 1.4638], [3.5991, 2.4475, 0.1919], [3.6209, 3.8008, -0.1021], [3.2361, 4.7228, 0.8603], [3.9450, 1.2789, -1.1063], [3.9723, 2.0596, -2.3190], [5.1563, 0.5632, -0.7583], [2.6760, 0.2840, -0.9949], [1.8589, 0.0475, -2.0377], [2.1683, 0.2241, -3.3366], [1.2120, -0.0358, -4.2088], [-0.0564, -0.4943, -3.8735], [-0.2719, -0.7193, -2.5268], [0.6638, -0.4540, -1.6301], [1.7292, 4.7883, 3.7335], [1.9130, 6.0174, 2.6525], [2.5344, 2.5776, 3.3901], [3.2391, 0.9662, 1.7162], [3.8859, 4.1229, -1.0999], [3.2211, 5.7813, 0.6213], [1.4760, 0.1142, -5.2536], [-0.8105, -0.7060, -4.6167], [-1.1956, -1.1417, -2.1507], [-0.3012, 3.4160, 0.6274], [-1.0101, 3.5111, 1.8500], [-1.1684, 2.3363, 2.5815], [-0.6391, 1.1280, 2.1526], [0.1188, 1.0649, 0.9821], [0.2276, 2.2133, 0.2561], [-0.8435, -0.1489, 2.8411], [-1.4339, -0.2131, 4.1154], [-1.6832, -1.4350, 4.7073], [-1.3183, -2.6111, 4.0484], [-0.6884, -2.5405, 2.8162], [-0.4364, -1.3230, 2.1664], [-0.1434, 4.2757, -0.0126], [-1.4443, 4.4437, 2.1873], [-1.7449, 2.3538, 3.4981], [0.8037, 2.1298, -0.6586], [-1.7023, 0.6905, 4.6513], [-2.1529, -1.4763, 5.6847], [-1.4999, -3.5745, 4.5150], [-0.3474, -3.4588, 2.3431], [2.9752, -4.7422, 2.2286], [4.2385, -4.3570, 1.7470], [4.2682, -3.2445, 0.6837], [5.6893, -3.3436, 0.0746], [5.9926, -2.4220, -0.9547], [3.2908, -3.4577, -0.4785], [1.3291, -3.3620, -0.2670], [4.2039, -1.8535, 1.3305], [2.6576, -1.4284, 2.4685], [2.4648, -3.9272, 2.3864], [4.6863, -5.2659, 1.3254], [4.8916, -4.0344, 2.5758], [5.8182, -4.3344, -0.3728], [6.4174, -3.2497, 0.8958], [5.7047, -1.5275, -0.7125], [3.4901, -4.4420, -0.9115], [3.5420, -2.7268, -1.2471], [4.2486, -1.0922, 0.5575], [5.0952, -1.7299, 1.9525], [-5.4185, -0.7616, 4.0852], [-5.0752, -1.9054, 3.3832], [-4.3708, -1.8122, 2.1887], [-3.9950, -0.5723, 1.6855], [-4.3223, 0.5747, 2.4135], [-5.0375, 0.4821, 3.5949], [-2.9691, -0.3507, 0.1828], [-3.2484, -1.9189, -0.7270], [-2.3394, -2.9427, -0.4404], [-2.3814, -4.1433, -1.1343], [-3.3285, -4.3331, -2.1312], [-4.2282, -3.3193, -2.4327], [-4.1883, -2.1180, -1.7370], [-4.0179, 0.8456, -0.7324], [-5.4141, 0.8580, -0.7267], [-6.1158, 1.8183, -1.4390], [-5.4312, 2.7850, -2.1664], [-4.0446, 2.7912, -2.1698], [-3.3431, 1.8307, -1.4519], [-5.9617, -0.8365, 5.0198], [-5.3422, -2.8823, 3.7680], [-4.0997, -2.7157, 1.6569], [-3.9994, 1.5458, 2.0539], [-5.2790, 1.3831, 4.1467], [-1.5693, -2.7795, 0.3071], [-1.6395, -4.9009, -0.9161], [-3.3507, -5.2619, -2.6891], [-4.9579, -3.4581, -3.2225], [-4.8818, -1.3272, -1.9941], [-5.9491, 0.1158, -0.1451], [-7.1997, 1.8181, -1.4236], [-5.9807, 3.5389, -2.7178], [-3.5018, 3.5519, -2.7174], [-2.2586, 1.8580, -1.4229]], "forces_ev_per_a": [[0.4, -0.3, 0.8], [0.0, 0.0, 0.0], [0.0, 0.0, 0.0], [0.0, 0.0, 0.0], [0.1, -0.1, 0.1], [0.1, -0.1, -0.1], [-0.2, 0.1, 0.0], [0.0, 0.0, 0.0], [-0.1, 0.1, 0.1], [0.1, 0.0, 0.0], [-0.1, 0.0, 0.1], [0.1, 0.1, -0.1], [0.0, -0.1, -0.1], [0.0, 0.0, 0.0], [0.0, 0.0, 0.0], [0.0, 0.0, 0.0], [0.2, 0.0, -0.1], [-0.4, 0.2, 0.0], [0.0, 0.0, 0.0], [0.0, 0.0, 0.0], [0.0, 0.0, 0.0], [0.0, 0.0, 0.0], [0.0, 0.0, 0.0], [0.0, 0.0, 0.0], [0.0, 0.0, 0.0], [0.0, 0.0, 0.0], [0.0, 0.0, 0.0], [0.1, 0.0, -0.1], [0.0, -0.1, 0.1], [0.0, 0.1, -0.1], [0.0, 0.0, 0.0], [0.1, -0.4, 0.1], [0.0, 0.1, -0.1], [-0.1, 0.2, 0.0], [-0.1, -0.1, 0.0], [0.0, 0.0, 0.0], [0.0, 0.0, 0.0], [0.0, 0.0, 0.0], [0.2, 0.3, -0.3], [0.0, 0.0, 0.0], [0.0, 0.0, 0.0], [0.0, 0.0, 0.0], [0.0, 0.0, 0.0], [0.0, 0.0, 0.0], [0.0, 0.0, 0.0], [0.0, 0.0, 0.0], [0.0, 0.0, 0.0], [0.0, 0.0, 0.1], [0.1, 0.0, 0.0], [0.1, 0.0, 0.0], [0.0, 0.0, 0.0], [0.0, 0.1, 0.0], [0.0, 0.0, -0.1], [-0.1, 0.3, 0.0], [0.0, 0.0, 0.0], [-0.1, 0.0, -0.1], [0.0, 0.0, 0.0], [0.0, 0.0, 0.0], [0.0, 0.0, 0.0], [0.0, 0.0, 0.0], [0.0, 0.0, 0.0], [0.0, 0.0, 0.0], [0.0, 0.0, 0.0], [0.0, 0.0, 0.0], [0.0, 0.0, 0.0], [0.0, 0.0, 0.0], [0.0, 0.0, 0.0], [0.0, 0.0, 0.0], [0.0, 0.0, 0.0], [-0.1, 0.0, 0.0], [0.0, 0.0, 0.0], [0.0, 0.0, 0.0], [0.2, 0.1, 0.1], [0.0, -0.1, 0.0], [0.0, 0.0, 0.0], [0.0, 0.0, 0.0], [0.0, 0.0, 0.0], [0.0, 0.0, 0.0], [0.0, 0.0, 0.0], [-0.1, 0.0, -0.1], [0.0, 0.0, 0.0], [0.0, 0.0, 0.0], [0.0, 0.0, 0.0], [0.0, 0.0, 0.0], [0.0, 0.0, 0.0], [0.0, 0.0, 0.0], [0.0, 0.0, 0.0], [0.0, 0.0, 0.0], [0.0, 0.0, 0.0], [0.0, 0.0, 0.0], [0.0, 0.0, 0.0], [0.0, 0.0, 0.0], [0.0, 0.0, 0.0], [0.0, 0.0, 0.0], [0.0, 0.0, 0.0], [0.0, 0.0, 0.0], [0.0, 0.0, 0.0], [0.0, 0.0, 0.0], [0.0, 0.0, 0.0], [0.0, 0.0, 0.0]], "charge": -2, "s_squared": 2.0266, "spin_multiplicity": 3, "e_homo_ev": [0.166, -1.436], "lumo_energy_ev": [3.98, 3.97], "homo_lumo_gap_ha": [0.140, 0.199]}

[2]
{"formula": "C41H44FeIN4O5P2", "method": "ωB97M-V/def2-TZVPD", "symbols": ["Fe", "I", "C", "C", "C", "C", "C", "C", "C", "C", "C", "P", "C", "C", "C", "C", "C", "C", "C", "C", "C", "C", "C", "C", "C", "H", "H", "H", "H", "H", "H", "H", "H", "H", "H", "H", "H", "H", "H", "H", "H", "O", "C", "C", "C", "C", "C", "C", "C", "O", "N", "O", "O", "H", "H", "H", "H", "O", "P", "N", "C", "C", "C", "C", "N", "C", "C", "C", "C", "N", "C", "C", "C", "C", "H", "H", "H", "H", "H", "H", "H", "H", "H", "H", "H", "H", "H", "H", "H", "H", "H", "H", "H", "H", "H", "H", "H", "H"], "coordinates": [[-1.2712, -1.1278, -0.6527], [2.1366, -3.9975, 1.7088], [2.8047, -3.8246, 3.6934], [3.1372, -5.0103, 4.2787], [3.6376, -5.0311, 5.5982], [3.7860, -3.8637, 6.2772], [3.4368, -2.6242, 5.6831], [3.6055, -1.4276, 6.4203], [3.2989, -0.2129, 5.8873], [2.7882, -0.1476, 4.5801], [2.5960, -1.2810, 3.8239], [1.8712, -1.1428, 2.1946], [0.1161, -0.7087, 2.3741], [-0.8813, -1.5385, 1.8414], [-2.2275, -1.2778, 2.0799], [-2.5969, -0.1677, 2.8339], [-1.6171, 0.6520, 3.3661], [-0.2685, 0.3805, 3.1456], [2.7963, -0.0786, 1.1057], [3.8758, 0.6949, 1.5402], [4.6278, 1.4049, 0.6163], [4.3300, 1.3237, -0.7366], [3.2771, 0.5300, -1.1765], [2.5157, -0.1743, -0.2627], [2.9273, -2.5713, 4.3566], [3.0242, -5.9426, 3.7406], [3.9043, -5.9771, 6.0497], [4.1795, -3.8589, 7.2866], [3.9888, -1.4997, 7.4308], [3.4423, 0.6948, 6.4576], [2.5419, 0.8248, 4.1720], [-0.6023, -2.4708, 1.3557], [-2.9839, -1.9628, 1.7135], [-3.6418, 0.0308, 3.0350], [-1.8961, 1.5009, 3.9779], [0.4743, 1.0237, 3.5979], [4.1415, 0.7460, 2.5857], [5.4568, 2.0118, 0.9566], [4.9322, 1.8652, -1.4542], [3.0698, 0.4434, -2.2355], [1.7091, -0.8057, -0.6098], [-0.1443, -2.8092, -0.8723], [-0.2693, -3.6873, -1.7572], [-1.2342, -3.7176, -2.7905], [-1.1923, -4.8036, -3.6919], [-2.0819, -4.8464, -4.7151], [-3.0322, -3.8314, -4.9048], [-3.0924, -2.7732, -4.0350], [-2.2082, -2.6957, -2.9438], [-2.2906, -1.6911, -2.1139], [-2.0394, -5.9862, -5.6526], [-1.2556, -6.8775, -5.4018], [-2.7900, -5.9455, -6.6022], [0.4465, -4.5181, -1.7364], [-0.4647, -5.5982, -3.5796], [-3.7082, -3.9055, -5.7459], [-3.8228, -1.9847, -4.1581], [-0.4918, 0.5965, -0.5505], [-0.8628, 1.9671, -1.1471], [-2.4155, 2.4146, -0.8910], [-3.5204, 1.6388, -1.4844], [-4.7437, 2.3506, -0.9319], [-4.3438, 2.6024, 0.5261], [-2.8206, 2.8365, 0.4808], [-0.6133, 1.9582, -2.7552], [-0.4245, 0.7097, -3.5403], [-0.5940, 1.1632, -4.9895], [-1.5688, 2.3348, -4.8884], [-1.0885, 3.0589, -3.6377], [0.0627, 3.0798, -0.4204], [0.7695, 2.8860, 0.8563], [1.7989, 4.0061, 0.8223], [1.0119, 5.1680, 0.2108], [0.0924, 4.5047, -0.8274], [-3.5222, 0.5969, -1.1321], [-3.4556, 1.6207, -2.5714], [-5.6581, 1.7692, -1.0346], [-4.8723, 3.2970, -1.4589], [-4.5701, 1.7213, 1.1298], [-4.8699, 3.4484, 0.9628], [-2.3098, 2.2447, 1.2444], [-2.5558, 3.8826, 0.6329], [-1.1783, -0.0342, -3.2845], [0.5623, 0.2828, -3.3536], [-0.9557, 0.3571, -5.6255], [0.3613, 1.5087, -5.3895], [-2.5899, 1.9702, -4.7525], [-1.5532, 2.9775, -5.7666], [-1.8665, 3.6418, -3.1455], [-0.2584, 3.7247, -3.8805], [1.2010, 1.8888, 0.9009], [0.0901, 3.0186, 1.7081], [2.6244, 3.7207, 0.1665], [2.1991, 4.2412, 1.8081], [1.6580, 5.9132, -0.2482], [0.4198, 5.6677, 0.9782], [0.4974, 4.5932, -1.8352], [-0.9085, 4.9409, -0.8215]], "forces_ev_per_a": [[0.2, 0.0, 0.0], [0.0, 0.0, -0.1], [0.0, 0.1, 0.0], [0.0, 0.0, 0.1], [0.0, -0.1, -0.1], [0.0, 0.1, 0.0], [0.0, 0.0, 0.0], [0.0, -0.1, 0.0], [0.0, 0.1, -0.1], [0.0, 0.0, 0.1], [0.1, -0.2, 0.0], [-0.1, -0.1, 0.1], [-0.1, 0.1, 0.0], [0.1, -0.4, 0.1], [0.0, 0.1, -0.2], [0.0, 0.0, 0.0], [0.0, 0.0, 0.0], [0.0, 0.1, -0.1], [0.2, -0.1, -0.1], [0.0, 0.0, -0.1], [0.0, 0.0, 0.0], [0.0, 0.0, 0.0], [0.0, 0.0, 0.0], [0.0, 0.0, 0.1], [0.0, 0.0, 0.0], [0.0, 0.0, 0.0], [0.0, 0.0, 0.0], [0.0, 0.0, 0.0], [0.0, 0.0, 0.0], [0.0, 0.0, 0.0], [0.0, 0.0, 0.0], [0.0, 0.0, 0.1], [0.0, 0.0, 0.0], [0.0, 0.0, 0.0], [0.0, 0.0, 0.0], [0.0, 0.0, 0.0], [0.0, 0.0, 0.0], [0.0, 0.0, 0.0], [0.0, 0.0, 0.0], [0.0, 0.0, 0.0], [0.0, 0.0, 0.0], [0.2, -0.2, 0.1], [0.1, 0.1, 0.1], [0.1, -0.1, 0.0], [0.1, 0.0, 0.1], [-0.1, 0.0, -0.2], [0.0, 0.0, 0.0], [-0.1, 0.0, -0.1], [0.0, 0.2, 0.2], [-0.5, -0.2, -0.3], [0.0, 0.0, 0.0], [0.0, 0.1, 0.0], [0.0, 0.0, 0.1], [0.0, 0.0, 0.0], [0.0, 0.0, 0.0], [0.0, 0.0, 0.0], [0.0, 0.0, 0.0], [-0.1, 0.6, -0.2], [0.3, 0.1, 0.0], [-0.2, -0.3, 0.3], [-0.1, 0.1, 0.0], [0.1, 0.1, 0.0], [0.1, 0.0, -0.1], [-0.1, 0.0, -0.2], [-0.3, -0.2, -0.2], [0.2, 0.1, 0.0], [0.0, 0.0, 0.0], [0.0, 0.0, 0.0], [0.0, -0.1, 0.0], [0.1, 0.1, 0.4], [0.0, 0.1, -0.1], [0.0, 0.0, 0.0], [0.0, 0.0, 0.0], [0.1, -0.1, 0.1], [0.1, -0.1, 0.0], [0.0, 0.1, 0.0], [0.0, 0.0, 0.0], [0.0, 0.0, 0.0], [0.0, 0.0, 0.0], [0.0, 0.0, 0.0], [0.0, 0.0, 0.0], [0.0, 0.0, 0.0], [-0.1, 0.0, 0.0], [0.0, 0.0, 0.0], [0.0, 0.0, 0.0], [0.0, 0.0, 0.0], [0.0, 0.0, 0.0], [0.0, 0.0, 0.0], [0.0, 0.0, 0.0], [0.0, 0.0, 0.0], [0.0, 0.1, 0.0], [0.0, 0.0, 0.0], [0.0, 0.0, 0.0], [0.0, 0.0, 0.0], [0.0, 0.0, 0.0], [0.0, 0.0, 0.0], [0.0, 0.0, 0.0], [0.0, 0.0, 0.0]], "charge": 2, "s_squared": 8.7690, "spin_multiplicity": 6, "e_homo_ev": [-13.044, -13.514], "lumo_energy_ev": [-5.28, -7.03], "homo_lumo_gap_ha": [0.285, 0.238]}

Which energy above the lowest of the compared OMol25 structures with the same formula, charge and spin belongs to each record? In order, 23.79 0.00 kJ/mol.
Which E belongs to each record? In order, -8668.6330 -4427.6149 hartree.